A molecular structure, C3H3ClN2O3S. Source: OMol25; level of theory: the ωB97M-V functional and the def2-TZVPD basis.

The geometry in XYZ format:
```
13
Properties=species:S:1:pos:R:3
C 1.05 -0.40 -0.07
C -1.16 0.64 -0.83
C 2.41 0.02 -0.01
N 0.23 -1.22 -0.06
N -0.66 1.27 -1.65
O -3.27 -0.77 0.09
O -1.37 -0.19 1.66
O -0.87 -1.63 -0.38
S -2.15 0.01 0.52
Cl -2.79 1.94 0.80
H 2.96 -0.54 -0.84
H 2.67 1.15 -0.14
H 2.94 -0.27 0.91
```

Properties
- Relative energy (zero: lowest compared OMol25 entry of this formula, charge and spin): 75.7 kcal per mole
- HOMO level: -10.569 eV
- Spin multiplicity: 1
- E_tot: -1309.520845 a.u.



A molecular structure, CBr2O. Source: OMol25; level of theory: the ωB97M-V functional and the def2-TZVPD basis.

The geometry in XYZ format:
```
4
Properties=species:S:1:pos:R:3
C -0.04 -0.30 0.02
O 0.02 0.89 0.00
Br 1.58 -1.33 0.00
Br -1.58 -1.34 0.00
```

Properties
- Relative energy (zero: lowest compared OMol25 entry of this formula, charge and spin): 0.0 kcal per mole
- HOMO level: -10.839 eV
- Spin multiplicity: 1
- E_tot: -5261.368231 a.u.



3 unconnected molecules or ions with the total composition C48H79BCl3F4N4O4S. Source: OMol25; level of theory: the ωB97M-V functional and the def2-TZVPD basis.

The geometry in XYZ format:
```
144
Properties=species:S:1:pos:R:3
C 5.03 0.44 3.39
C 6.16 0.13 2.42
S 6.30 1.19 0.96
C 4.69 0.90 0.16
C 4.44 2.06 -0.75
C 4.00 3.27 -0.24
Cl 3.71 3.40 1.44
C 3.79 4.36 -1.05
B 3.22 5.76 -0.48
O 2.02 5.78 0.15
O 3.94 6.89 -0.61
C 3.24 8.07 -1.02
C 4.10 4.23 -2.41
C 3.86 5.44 -3.24
Cl 5.23 6.45 -3.48
C 2.67 5.74 -3.74
C 2.30 6.93 -4.56
Cl 1.36 4.64 -3.44
C 4.56 3.04 -2.92
C 4.95 2.92 -4.40
F 4.82 4.11 -5.01
F 6.27 2.61 -4.46
C 4.13 1.94 -5.29
F 4.83 0.85 -5.62
F 3.00 1.59 -4.64
N 4.69 1.96 -2.08
C 5.17 0.64 -2.53
C 4.05 -0.41 -2.75
C 2.67 -0.11 -2.17
C 1.54 -0.75 -2.99
C 0.19 -0.09 -2.71
C -0.58 -0.74 -1.55
C -1.46 0.25 -0.77
C -2.82 -0.33 -0.38
C -3.84 -0.17 -1.51
C -4.33 1.28 -1.64
C -5.73 1.48 -1.07
C -6.05 2.91 -0.67
N -6.61 3.72 -1.75
C -7.35 4.84 -1.54
C -7.71 5.37 -2.75
C -7.17 4.53 -3.74
C -6.49 3.52 -3.10
H 4.09 0.72 2.91
H 4.81 -0.46 3.96
H 5.30 1.21 4.11
H 6.07 -0.90 2.08
H 7.10 0.21 2.95
H 4.64 -0.05 -0.34
H 3.91 0.91 0.91
H 1.50 4.98 0.02
H 2.31 7.83 -1.53
H 3.02 8.69 -0.15
H 3.89 8.64 -1.68
H 1.71 6.61 -5.41
H 1.67 7.59 -3.97
H 3.18 7.46 -4.89
H 3.84 2.46 -6.20
H 5.74 0.73 -3.44
H 5.89 0.28 -1.81
H 4.42 -1.35 -2.33
H 3.93 -0.61 -3.81
H 2.57 -0.45 -1.14
H 2.47 0.96 -2.16
H 1.49 -1.81 -2.75
H 1.78 -0.63 -4.05
H 0.37 0.95 -2.42
H -0.43 -0.11 -3.60
H 0.12 -1.21 -0.86
H -1.24 -1.51 -1.94
H -0.95 0.57 0.14
H -1.60 1.15 -1.37
H -2.69 -1.38 -0.15
H -3.20 0.18 0.50
H -4.70 -0.80 -1.30
H -3.40 -0.52 -2.44
H -3.64 1.94 -1.10
H -4.29 1.58 -2.69
H -5.84 0.85 -0.19
H -6.48 1.13 -1.79
H -6.77 2.91 0.14
H -5.14 3.40 -0.33
H -7.59 5.20 -0.55
H -8.30 6.25 -2.90
H -7.25 4.64 -4.80
H -5.95 2.71 -3.53
C 3.33 -6.50 0.68
C 3.84 -5.04 0.55
C 4.88 -4.88 -0.57
C 6.32 -5.27 -0.23
C 6.74 -4.65 1.10
C 5.78 -5.00 2.23
N 4.39 -4.56 1.86
O 4.28 -3.28 1.98
C 5.87 -6.51 2.52
C 6.18 -4.31 3.53
C 2.62 -4.21 0.18
H 3.74 -7.02 1.54
H 2.25 -6.51 0.83
H 3.56 -7.08 -0.21
H 4.89 -3.82 -0.87
H 4.53 -5.44 -1.44
H 6.43 -6.35 -0.21
H 6.98 -4.91 -1.02
H 7.74 -4.99 1.38
H 6.81 -3.56 0.99
H 5.17 -6.80 3.30
H 6.88 -6.74 2.86
H 5.69 -7.13 1.65
H 6.25 -3.23 3.41
H 7.16 -4.68 3.84
H 5.46 -4.52 4.32
H 1.90 -4.18 0.99
H 2.15 -4.68 -0.69
H 2.89 -3.19 -0.09
C -9.38 -1.42 4.47
C -8.43 -1.42 3.23
C -8.23 -2.83 2.66
C -7.19 -3.71 3.36
C -5.89 -2.93 3.58
C -6.13 -1.62 4.33
N -7.12 -0.79 3.58
O -6.57 -0.25 2.55
C -6.57 -1.94 5.76
C -4.83 -0.83 4.46
C -9.14 -0.59 2.17
H -8.86 -1.28 5.41
H -10.07 -0.58 4.40
H -9.96 -2.34 4.53
H -7.92 -2.73 1.61
H -9.19 -3.34 2.63
H -7.57 -4.09 4.30
H -6.98 -4.58 2.74
H -5.18 -3.53 4.15
H -5.42 -2.72 2.61
H -6.77 -1.03 6.33
H -5.77 -2.48 6.27
H -7.45 -2.58 5.82
H -4.37 -0.64 3.50
H -4.13 -1.40 5.07
H -5.01 0.12 4.96
H -9.21 0.46 2.47
H -10.15 -0.98 2.05
H -8.65 -0.64 1.20
```

Properties
- HOMO level: -9.210 eV
- Charge: +1
- Spin multiplicity: 3
- E_tot: -4599.171089 a.u.



A single C7H9FN2 molecule. Source: OMol25; level of theory: the ωB97M-V functional and the def2-TZVPD basis.

The geometry in XYZ format:
```
19
Properties=species:S:1:pos:R:3
C -5.16 0.68 0.89
C -4.09 0.44 0.40
C -2.86 -0.42 -0.18
C 0.94 0.65 0.19
C 2.19 0.51 1.01
C 0.46 -0.66 -0.36
C -0.73 -0.52 -1.31
N 0.66 1.80 -0.18
N -1.86 0.15 -0.67
F -3.19 -1.74 -0.15
H -5.77 1.27 1.53
H 2.34 1.37 1.59
H 3.01 0.24 0.31
H 2.04 -0.37 1.62
H 1.34 -1.17 -0.82
H 0.26 -1.29 0.60
H -0.52 0.19 -2.25
H -1.00 -1.45 -1.69
H -0.14 1.94 -0.77
```

Properties
- Relative energy (zero: lowest compared OMol25 entry of this formula, charge and spin): 74.4 kcal per mole
- HOMO level: -9.385 eV
- Spin multiplicity: 1
- E_tot: -481.367302 a.u.
- SMILES: [H]/N=C(/C)CC/N=C(\F)C#C